Entry 1:
Computed, not measured: C10H18O in the gas phase in a non-equilibrium geometry, with the ωB97M-V functional and the def2-TZVPD basis.

Calculated values
SMILES: O=CC1CCCCCCCC1
Gap between HOMO and LUMO: 10.74 eV
HOMO: -9.8 eV
Total energy: -466.9241 Eh

ORCA input file:
```
! wB97M-V def2-TZVPD RIJCOSX def2/J DEFGRID3
* xyz 0 1
O 2.965 1.679 0.913
C 2.776 0.663 0.212
C 1.261 0.214 -0.144
C 0.320 0.649 1.032
C -0.749 1.753 0.875
C -1.689 1.586 -0.326
C -2.472 0.283 -0.096
C -2.225 -0.924 -0.992
C -1.282 -2.107 -0.312
C 0.242 -2.152 -0.855
C 1.347 -1.367 -0.231
H 3.889 0.146 -0.179
H 0.984 0.475 -1.258
H 1.024 1.088 1.707
H -0.132 -0.276 1.528
H -1.496 1.511 1.862
H -0.270 2.769 0.953
H -1.134 1.790 -1.362
H -2.408 2.283 -0.174
H -3.564 0.381 -0.370
H -2.451 0.042 0.974
H -1.759 -0.568 -1.840
H -3.146 -1.417 -1.370
H -1.466 -1.820 0.707
H -1.696 -3.068 -0.678
H 0.469 -3.153 -0.812
H 0.121 -1.972 -1.973
H 1.876 -1.723 0.746
H 2.271 -1.507 -0.751
*
```

Entry 2:
Computed, not measured: C3H6FN3 in the gas phase in a non-equilibrium geometry, with the ωB97M-V functional and the def2-TZVPD basis.

Calculated values
Gap between HOMO and LUMO (alpha / beta): 5.54 / 8.58 eV
HOMO (alpha / beta): -4.6 / -9.7 eV
Total energy: -381.7832 Eh

ORCA input file:
```
! wB97M-V def2-TZVPD RIJCOSX def2/J DEFGRID3
* xyz 0 3
C 1.139 0.874 -0.602
C 1.435 -0.425 -0.576
C 0.199 -1.143 -0.039
N -0.225 1.131 -0.192
N -0.981 -0.209 -0.070
N -1.775 -0.224 1.045
F 2.687 -0.962 -0.612
H 1.692 1.720 -1.061
H 0.013 -1.924 -0.760
H 0.501 -1.507 0.910
H -0.800 1.825 -0.611
H -1.349 0.397 1.783
H -2.535 0.448 0.785
*
```

Entry 3:
Computed, not measured: a molecular structure, C34H30Br2F4GaN4S, with the ωB97M-V functional and the def2-TZVPD basis.

Calculated values
Gap between HOMO and LUMO: 6.65 eV
HOMO: -10.4 eV
Total energy: -9403.0657 Eh

ORCA input file:
```
! wB97M-V def2-TZVPD RIJCOSX def2/J DEFGRID3
* xyz 1 1
Ga 0.334 0.853 0.521
Br -0.109 5.937 4.912
C 0.206 4.536 3.716
C 0.677 4.793 2.439
C 0.863 3.725 1.581
N 0.617 2.461 1.937
C 0.196 2.220 3.187
C -0.037 3.226 4.105
C -0.041 0.795 3.504
C 0.059 0.292 4.786
C -0.153 -1.068 4.969
Br 0.000 -1.813 6.677
C -0.458 -1.867 3.880
C -0.515 -1.276 2.632
N -0.314 0.031 2.438
H 0.890 5.798 2.109
H 1.214 3.873 0.570
H -0.412 2.999 5.091
H 0.316 0.931 5.617
H -0.626 -2.928 3.988
H -0.722 -1.857 1.750
F -0.750 4.754 -2.773
C -1.635 3.796 -3.081
F -2.676 4.394 -3.670
F -1.064 2.997 -3.987
C -2.060 3.026 -1.853
C -3.384 2.971 -1.473
C -3.767 2.249 -0.342
C -2.790 1.588 0.362
N -1.506 1.644 -0.003
C -1.109 2.346 -1.084
S 0.605 2.262 -1.354
H -4.126 3.493 -2.060
H -4.798 2.197 -0.031
H -3.011 0.995 1.240
C -3.624 -1.466 -1.237
C -2.194 -1.764 -0.780
C -2.097 -3.211 -0.279
C -1.152 -1.518 -1.853
C -1.488 -1.745 -3.183
C -0.547 -1.613 -4.187
C 0.743 -1.229 -3.870
C 1.122 -0.977 -2.556
C 2.541 -0.527 -2.274
C 3.527 -1.697 -2.364
C 2.992 0.589 -3.220
C 0.169 -1.146 -1.543
N 0.539 -0.889 -0.179
C 1.481 -1.715 0.425
C 1.605 -3.088 0.185
C 2.523 -3.855 0.887
C 3.346 -3.293 1.853
C 3.255 -1.932 2.115
C 2.340 -1.207 1.395
F 2.237 0.173 1.645
H -4.276 -1.328 -0.372
H -4.037 -2.292 -1.817
H -3.676 -0.567 -1.853
H -1.972 -1.101 0.061
H -2.226 -3.903 -1.111
H -2.875 -3.423 0.459
H -1.126 -3.424 0.172
H -2.495 -2.045 -3.438
H -0.820 -1.798 -5.216
H 1.468 -1.108 -4.662
H 2.574 -0.126 -1.255
H 3.578 -2.061 -3.391
H 3.240 -2.531 -1.726
H 4.528 -1.375 -2.074
H 3.161 0.209 -4.227
H 3.938 1.005 -2.873
H 2.261 1.395 -3.284
H 0.988 -3.537 -0.582
H 2.599 -4.912 0.670
H 4.055 -3.901 2.394
H 3.883 -1.441 2.845
*
```

Entry 4:
Computed, not measured: a molecular structure, F2HNO5S3 in a non-equilibrium geometry, with the ωB97M-V functional and the def2-TZVPD basis.

Calculated values
Gap between HOMO and LUMO: 9.66 eV
HOMO: -11.4 eV
Total energy: -1825.6948 Eh

ORCA input file:
```
! wB97M-V def2-TZVPD RIJCOSX def2/J DEFGRID3
* xyz 0 1
N 2.997 0.504 0.175
O 0.891 1.657 0.135
O 0.277 -0.773 -0.092
O -1.799 -1.683 1.096
O -1.492 2.388 -1.072
O -1.921 -0.467 -0.973
F -0.863 -2.704 -0.848
F -1.243 0.885 1.067
S 1.648 0.594 0.892
S -1.130 -1.262 -0.090
S -0.867 1.196 -0.674
H 3.502 -0.336 0.385
*
```

Entry 5:
Computed, not measured: C8H9N3O2 in the gas phase in a non-equilibrium geometry, with the ωB97M-V functional and the def2-TZVPD basis.

Calculated values
SMILES: CCOC(=O)/N=C(/C)C(C#N)C#N
Gap between HOMO and LUMO: 10.05 eV
HOMO: -10.3 eV
Total energy: -624.8616 Eh

ORCA input file:
```
! wB97M-V def2-TZVPD RIJCOSX def2/J DEFGRID3
* xyz 0 1
C 3.241 1.350 -1.027
C 2.906 0.998 0.460
O 1.894 -0.027 0.495
C 0.644 0.235 0.604
O 0.138 1.199 1.130
N 0.002 -1.036 0.550
C -1.262 -1.154 0.506
C -1.814 -2.480 0.617
C -2.241 -0.052 0.025
C -1.796 1.285 -0.428
N -1.345 2.229 -0.927
C -3.205 -0.500 -1.019
N -3.828 -0.996 -1.861
H 3.818 2.342 -1.114
H 3.821 0.671 -1.616
H 2.186 1.493 -1.378
H 2.463 1.847 1.027
H 3.607 0.621 1.240
H -2.198 -2.507 1.648
H -1.114 -3.292 0.671
H -2.578 -2.567 -0.198
H -3.340 0.344 0.596
*
```